Molecular formula: C4H9N2S3
Method: DFT, ωB97M-V/def2-TZVPD

```
! RIJCOSX wB97M-V def2-TZVPD def2/J DEFGRID3
* xyz 1 1
S 3.8865 0.3929 0.5570
S -0.5531 0.7548 0.5958
S 2.3629 0.9554 -0.6843
N 1.1719 0.0190 -0.6811
N -2.1239 2.8371 -0.2133
C -1.9738 1.6233 0.2579
C 0.9883 -1.3448 -0.3178
C -0.4032 -1.8266 -0.4669
C -1.2659 -1.0365 0.5621
H 1.2009 -1.5818 0.7448
H -2.3522 -1.0473 0.2549
H 1.4908 -2.1569 -0.9207
H -0.7302 -1.5774 -1.4139
H -1.3191 3.3065 -0.4664
H -1.1593 -1.4760 1.5362
H -2.9731 3.3376 -0.2839
H 4.2102 1.6115 1.0534
H -0.4578 -2.7907 -0.1138
*
```

Calculated values
gap between HOMO and LUMO (spin up / spin down)	7.2 / 5.9	eV
ΔE to the lowest compared entry with this formula, charge and spin	13.8	kcal per mole
E_tot	-1461.46469	hartree